Record 1
44
Properties=species:S:1:pos:R:3:forces:R:3:nbo_charge:R:1 method="wB97M-V/def2-TZVPD" de_lowest_kj_mol=148.8 total_energy_ev=-49676.7562 max_force_ev_per_a=4.05 total_charge=0 homo_ev="-7.62 / -7.61"
I -5.27070 1.59430 0.99280 2.07 0.08 -0.74 -0.0689
I -2.20720 1.60700 -0.30570 -2.09 0.34 0.67 0.1375
Pd -0.46650 0.12550 0.85880 0.32 -0.57 0.71 0.9013
O 0.36520 1.56060 1.95530 -1.23 1.66 -1.92 -0.7120
O 3.15980 -1.48250 1.72930 0.28 -0.16 0.06 -0.6277
O 1.57170 1.82820 3.81270 0.02 1.08 0.14 -0.6262
O -1.43110 -1.55790 0.11390 -0.36 -0.21 -0.24 -0.7188
N 0.96750 -0.86770 1.74280 0.06 -0.99 -0.88 -0.5856
N -2.46080 -3.52140 -0.40710 0.12 0.37 -0.27 -0.2485
N -2.12610 -4.84610 -0.50700 0.15 -0.19 0.29 -0.1781
N 1.54540 0.15860 -0.85790 0.25 0.12 -0.32 -0.8502
C 1.00270 1.17640 2.97880 1.10 -3.32 2.03 0.7827
C -0.30620 -3.74740 0.11570 0.04 -0.15 -0.03 -0.4178
C 2.11850 -1.11470 -0.40370 0.22 0.06 0.05 -0.3147
C -4.23330 -1.96890 -0.95780 0.05 -0.14 -0.02 -0.2274
C 1.02160 -0.42600 3.09200 0.12 1.84 0.92 -0.3758
C 2.14140 -1.17100 1.13720 -0.46 0.02 -0.59 0.6254
C -0.81170 -4.97490 -0.23810 -0.15 0.45 0.26 0.2661
C -2.99510 -5.80470 -1.13090 -0.21 -0.37 -0.28 -0.4252
C -6.37970 -2.19470 0.09790 0.02 0.03 -0.09 -0.2069
C -5.93050 -3.30550 0.79410 -0.09 0.00 -0.03 -0.1979
C -1.35380 -2.80100 -0.01670 0.32 0.34 -0.05 0.6176
C -4.63910 -3.76250 0.61140 0.04 0.13 -0.06 -0.2531
C -0.13560 -6.28460 -0.37220 -0.05 -0.02 -0.05 -0.6577
C -3.79820 -3.08820 -0.26610 -0.30 -0.02 0.22 0.1892
C -5.53590 -1.53510 -0.78310 0.00 -0.14 0.04 -0.1791
H 0.86700 -6.22430 0.03450 0.08 -0.03 0.05 0.2496
H -3.23680 -6.61330 -0.43510 -0.03 0.09 -0.08 0.2145
H -5.88940 -0.67910 -1.33280 -0.03 0.14 -0.03 0.2261
H -4.27750 -4.62170 1.15590 0.07 -0.06 0.08 0.2200
H -0.69360 -7.06010 0.14760 0.03 -0.11 0.05 0.2318
H -2.51890 -6.23260 -2.01650 -0.07 0.05 0.02 0.2140
H -0.06630 -6.56430 -1.42320 0.04 -0.07 -0.06 0.2335
H 1.44350 0.15550 -1.86890 0.03 0.02 0.14 0.3661
H -6.58150 -3.81320 1.48910 -0.08 -0.04 0.05 0.2209
H 0.67770 -3.54090 0.48100 0.21 0.05 0.00 0.2549
H 2.17960 0.92260 -0.62210 -0.25 -0.13 -0.02 0.3770
H -3.91860 -5.30810 -1.42850 0.14 -0.11 0.02 0.2447
H -3.54480 -1.44560 -1.60140 0.03 0.04 -0.12 0.2370
H 1.49830 -1.92060 -0.81240 0.09 0.08 0.13 0.1995
H -7.38410 -1.83110 0.24760 -0.13 0.00 0.01 0.2199
H 0.12220 -0.70270 3.65480 0.17 -0.17 -0.08 0.2007
H 1.92810 -0.75670 3.61200 -0.29 0.06 -0.17 0.2416
H 3.15460 -1.26490 -0.74160 -0.25 -0.04 0.16 0.2003

Record 2
49
Properties=species:S:1:pos:R:3:forces:R:3:nbo_charge:R:1 method="wB97M-V/def2-TZVPD" total_energy_ev=-70028.9751 max_force_ev_per_a=4.25 total_charge=0 smiles="CO[C@H]1CN(c2nc(CO)c(C(=O)O)s2)CC[C@H]1NC(=O)c1[nH]c(C)c(Cl)c1Cl" homo_ev=-8.35
Cl -4.92737 -1.42673 -4.74308 0.18 0.11 1.46 0.0197
Cl -2.72600 0.70895 -2.64461 -1.70 -1.34 -0.68 0.0247
S 2.73627 3.47606 0.42006 -0.71 -1.90 -0.77 0.4362
O 5.59399 -0.35761 0.79753 0.10 0.07 0.74 -0.7414
O -0.07797 -2.11204 0.41077 0.38 0.74 -1.18 -0.5806
O 4.18886 5.25159 2.27670 1.21 -2.25 -0.77 -0.6988
O 6.02934 3.77118 2.35368 -0.70 1.51 0.57 -0.5835
O -2.85576 -1.55242 1.24449 -0.87 0.55 -1.36 -0.6557
N 1.39390 1.20742 -0.61126 2.51 1.92 0.31 -0.4364
N 3.70864 1.03156 0.24908 -1.84 1.56 -0.01 -0.5772
N -1.87617 0.06163 0.01583 -2.37 -2.03 -1.41 -0.6531
N -4.54980 -2.40182 -0.87460 0.28 -2.16 -0.99 -0.4941
C -0.49955 1.80367 0.71999 0.31 -1.54 3.21 -0.4055
C 5.90336 0.96414 1.25956 0.12 -0.21 -1.98 -0.1050
C -4.98815 -2.62084 -2.21826 -0.87 1.39 -0.16 0.1448
C -4.63401 -1.55623 -3.00364 2.27 1.20 0.69 -0.1191
C 2.62925 1.75891 -0.04607 -1.83 -1.08 -0.34 0.3145
C 4.93438 4.09363 1.93930 0.19 -0.88 -0.35 0.7680
C 0.17505 1.98801 -0.58386 0.82 1.84 1.57 -0.2245
C 1.14560 -0.20810 -0.69463 0.44 -1.26 -1.16 -0.2528
C -2.81662 -0.93551 0.15695 1.78 -0.87 3.76 0.6557
C -0.43952 -2.88368 1.57469 -0.96 1.70 0.17 -0.2500
C 4.27623 3.12300 1.04634 1.27 -0.83 1.22 -0.4428
C -3.67909 -1.33383 -0.91604 -0.29 1.61 -1.88 -0.0030
C -5.97876 -3.63975 -2.67229 0.30 -2.21 1.64 -0.6610
C 4.66951 1.75595 0.93480 -1.99 2.63 -1.16 0.2458
C -3.72771 -0.70547 -2.15800 -0.71 -1.31 -0.87 -0.0381
C 0.44325 -0.72460 0.57801 -1.08 -1.84 2.03 0.0871
C -0.83345 0.23352 0.93675 0.67 1.66 1.46 -0.0740
H 2.13180 -0.67232 -0.82652 -0.36 -0.22 0.23 0.2426
H 4.64268 -0.31220 0.46844 1.44 -0.17 0.43 0.4957
H -1.37839 2.47615 0.78409 0.13 -0.81 0.13 0.2239
H -6.44961 -3.61833 -3.68049 0.54 0.84 0.91 0.2610
H -1.20047 -3.67889 1.34119 1.18 0.75 -0.22 0.2025
H 0.29246 3.09808 -0.62249 0.52 -0.85 -0.82 0.2221
H 0.60090 -0.44446 -1.68203 0.35 0.37 1.62 0.2180
H -5.46705 -4.64610 -2.63402 -0.56 0.75 0.00 0.2255
H 6.75639 1.35584 0.62889 -0.79 -0.18 0.61 0.2014
H 0.42534 -3.22180 2.11380 0.61 -0.65 -0.06 0.1669
H 1.23150 -0.90110 1.40764 -1.24 1.26 -0.97 0.2036
H -4.48543 -3.20314 -0.14347 -0.03 2.28 -1.72 0.4541
H -1.81543 0.40937 -0.92211 0.43 0.19 0.29 0.3891
H -1.32122 0.04990 1.97326 1.38 0.18 -1.60 0.2540
H 4.62959 5.58049 3.06056 0.30 0.49 0.36 0.4972
H 6.23702 1.07003 2.28696 -0.29 -0.35 0.30 0.2108
H -6.71688 -3.65843 -1.83761 -0.06 -0.25 -0.93 0.2322
H 0.17818 2.06710 1.57421 -0.37 0.15 -0.78 0.2095
H -0.54672 1.67317 -1.28649 -0.07 -0.19 -1.65 0.1979
H -0.96237 -2.19394 2.24797 -0.03 -0.35 0.10 0.1920

Record 3
48
Properties=species:S:1:pos:R:3:forces:R:3:nbo_charge:R:1 method="wB97M-V/def2-TZVPD" de_lowest_kj_mol=132.9 total_energy_ev=-59097.0288 max_force_ev_per_a=2.13 total_charge=0 smiles="COc1cc(/C=N/N=C2/NC(=O)[C@@H](CC(=O)O)S2)ccc1OCc1cccc(Cl)c1" homo_ev=-7.94
Cl -3.96766 3.71301 -6.46161 -0.23 -0.02 -0.05 0.0024
S -0.99627 -2.75189 3.97957 0.15 -0.02 -0.17 0.2180
O -0.53439 1.36793 -3.36789 -0.06 -0.05 0.00 -0.4985
O 0.53383 -5.18062 6.57346 0.03 -0.03 0.20 -0.5811
O 1.63688 1.75163 -1.49045 -0.43 -0.26 -0.20 -0.5237
O -0.18101 -0.88942 7.81698 -0.31 0.40 0.47 -0.6779
O 1.07110 -1.97987 6.32831 0.09 -0.01 -0.01 -0.5929
N 1.33902 -3.12477 2.57534 0.67 -1.81 0.90 -0.3059
N 1.01016 -4.30737 4.52697 0.49 -0.47 -0.23 -0.6099
N 1.10673 -2.22972 1.64078 -0.50 1.67 -0.88 -0.2372
C 0.79469 0.67102 -1.38643 0.08 0.16 -0.06 0.2897
C -0.36254 3.22259 -4.83916 -0.05 -0.15 -0.02 0.0528
C 0.61231 -3.41227 3.56033 -0.67 0.82 -0.24 0.2814
C 0.05743 -1.38105 -0.30975 -0.14 0.67 -0.63 -0.1125
C 2.67971 1.88109 -0.55421 0.17 0.03 0.14 -0.2517
C -1.09863 -0.55979 -2.23871 0.19 0.36 -0.13 -0.2332
C 0.92088 -0.28641 -0.39604 -0.09 -0.09 -0.03 -0.2661
C -0.11437 4.65286 -6.75679 0.00 0.03 0.01 -0.1925
C 0.21154 -2.35666 0.74275 0.07 -0.84 0.75 0.0654
C -1.17441 -2.74699 6.76676 0.16 -0.04 -0.07 -0.5237
C -1.72657 3.14574 -5.08204 0.00 0.02 -0.04 -0.2619
C 0.03418 -1.85152 6.91932 0.08 -0.05 -0.13 0.8035
C -0.96006 -1.50918 -1.25132 0.29 -0.03 0.34 -0.1949
C -2.26765 3.81833 -6.16429 0.26 0.04 0.07 -0.0159
C 0.44045 3.97949 -5.68317 -0.03 -0.07 0.12 -0.2326
C -1.03895 -3.66341 5.55429 -0.08 0.25 -0.02 -0.4272
C 0.25587 -4.46983 5.64149 -0.32 -0.10 -0.08 0.7002
C -1.47342 4.57678 -7.00822 -0.07 -0.01 0.00 -0.2446
C -0.24261 0.53722 -2.33450 -0.15 -0.32 0.17 0.2661
C 0.23931 2.51576 -3.65272 0.35 0.49 -0.01 -0.0924
H 0.24183 3.19896 -2.79236 0.03 -0.18 -0.15 0.1980
H 0.60888 -0.33525 7.92213 0.01 -0.24 -0.20 0.5017
H 3.20651 2.79221 -0.83497 0.01 -0.07 0.07 0.1989
H -2.35396 2.55612 -4.43365 -0.10 -0.05 0.02 0.2382
H -2.07239 -2.13116 6.70428 0.02 -0.06 0.06 0.2461
H -0.46598 -3.21567 0.72417 0.10 -0.10 0.03 0.1695
H -1.88028 -0.63749 -2.97781 -0.08 0.00 -0.10 0.2256
H 1.69726 -0.22013 0.34708 0.12 0.08 0.05 0.2412
H -1.88960 -4.34996 5.52182 0.21 -0.01 0.07 0.2562
H 0.51539 5.23875 -7.40905 0.05 0.05 -0.06 0.2170
H 3.36998 1.03346 -0.60060 -0.03 0.02 0.02 0.1814
H -1.23997 -3.36154 7.66933 -0.05 0.05 -0.01 0.2650
H -1.64030 -2.34579 -1.20633 -0.08 -0.11 0.01 0.2139
H -1.91191 5.09563 -7.84582 -0.06 0.03 -0.07 0.2270
H 1.93355 -4.71323 4.46603 -0.07 0.01 0.04 0.4337
H 1.50268 4.04041 -5.49840 0.13 -0.01 0.01 0.2104
H 2.29567 1.98347 0.46514 0.02 -0.02 -0.03 0.1811
H 1.27708 2.23854 -3.87004 -0.17 0.07 0.04 0.1920

Record 4
94
Properties=species:S:1:pos:R:3:forces:R:3:mulliken_charge:R:1 method="wB97M-V/def2-TZVPD" de_lowest_kj_mol=0.0 total_energy_ev=-60393.8370 max_force_ev_per_a=2.53 total_charge=0 homo_ev=-6.57
I -3.43619 -3.58071 -0.62181 0.26 0.09 0.06 0.1752
I 0.90050 -4.76476 -2.79667 0.03 0.24 0.12 0.0707
O -2.63590 -2.71364 3.67561 -0.21 0.07 -0.35 -0.6760
O 0.02003 0.73201 -2.41738 -0.30 -0.09 -0.12 -0.4820
O -0.64267 0.45674 0.82230 -0.60 -0.17 -0.06 -0.4473
O -1.35936 -1.68584 5.08364 0.05 0.17 0.01 -0.6747
O -0.87758 -3.69565 4.45611 0.07 -0.13 -0.02 -0.6679
N -2.73760 -0.52190 -2.08505 0.19 0.10 -0.51 0.7058
N -1.62424 -2.70403 4.41460 0.19 0.12 -0.14 1.0784
C 0.87694 -0.18042 -3.09141 1.49 0.08 0.11 0.1433
C -1.13645 0.76407 2.12758 -0.51 1.61 0.56 -0.6287
C -4.26694 4.62941 -0.55121 0.68 -0.09 0.96 -0.8451
C -1.05889 2.28182 2.29791 1.45 0.13 -0.19 -0.0754
C -4.47148 4.47195 0.97051 0.03 0.01 -1.11 -0.9326
C -1.82321 -1.49551 -2.75997 0.07 -0.40 -0.33 -2.5711
C -4.10932 2.45413 -1.89639 -0.05 0.24 0.48 -0.9012
C 2.04207 -1.06917 1.37895 -0.23 -0.89 -0.47 0.9131
C -3.57395 0.64072 -0.12029 -0.43 -0.13 -0.82 -1.0272
C 0.80045 -1.92032 1.69604 0.90 -0.25 0.14 -0.5063
C -3.33323 3.54377 -1.12340 -0.69 0.29 -1.14 0.4869
C 0.43420 2.71563 2.29202 -0.32 -0.62 0.17 -1.0971
C 0.64569 -1.69063 -2.81288 -0.97 1.07 -0.31 -3.2908
C 4.33220 -0.29621 2.05196 -0.63 0.49 -0.36 -0.6458
C 6.88260 1.12613 0.90168 -0.57 -0.52 -0.68 -0.4448
C -0.61038 -2.02577 -1.97608 1.13 -0.93 0.15 4.7343
C 4.79763 -0.36527 0.58685 0.31 -1.00 0.47 0.1004
C 5.99111 2.34038 0.56106 0.49 -0.27 0.60 -0.9962
C -0.32274 -1.46272 -0.52784 -0.19 -0.19 -0.17 1.8999
C -1.66774 -4.35055 -1.49383 -0.39 -0.73 -0.12 0.7018
C -0.69975 -3.60018 -1.97083 0.30 1.07 -0.14 -2.3036
C 3.16515 -1.25327 2.38567 0.59 1.41 -0.07 -1.0149
C -4.62770 1.29550 -1.03716 0.43 -0.31 0.05 -0.7925
C 2.34677 0.17185 -2.77637 -0.87 0.48 0.09 -1.4435
C 6.30588 -0.21227 0.39052 -0.36 0.71 -0.68 -1.2091
C 0.16692 -2.53035 0.45245 -0.26 0.29 0.46 -1.1756
C -1.38337 -0.54682 0.12352 1.25 -0.39 -0.44 -1.2909
C -1.63717 -5.85485 -1.50697 -1.15 0.07 0.66 -1.7101
C -2.28965 0.20959 -0.86677 -1.04 0.54 2.24 -0.6132
H -3.33705 1.36219 0.65066 0.34 -0.09 0.24 0.2340
H -2.99446 0.18702 -2.77455 0.11 0.06 0.10 0.5148
H -3.51522 2.13924 -2.76208 0.06 -0.27 0.09 0.2401
H 0.46544 1.06339 -1.62612 -0.08 -0.11 -0.02 0.1612
H -2.17428 0.47691 2.29014 0.03 -0.54 -0.24 0.4793
H 5.16270 -0.40097 2.74999 0.07 -0.23 -0.01 0.4652
H 5.40858 2.60949 1.43973 -0.24 0.16 -0.13 0.2341
H -5.02462 3.55447 1.16219 -0.13 0.02 0.28 0.2433
H -5.00824 5.34157 1.33569 -0.08 -0.09 0.39 0.4145
H 4.24317 0.33092 -0.03759 -0.01 0.19 0.03 -0.1253
H 6.48881 -0.23206 -0.68922 0.02 -0.12 -0.06 0.3753
H 7.81840 1.28175 0.37141 0.39 -0.13 0.41 0.4269
H -2.70110 4.03969 -1.86032 0.19 -0.06 -0.01 0.3885
H -0.63261 -3.18840 0.78610 -0.21 -0.10 -0.12 0.3732
H 1.02834 1.86018 2.61754 0.16 0.04 0.09 0.1479
H -1.53702 2.80084 1.46610 -0.43 -0.06 0.13 -0.3779
H 0.93728 -3.15378 -0.00612 -0.04 -0.03 -0.24 0.4134
H 0.54671 -0.81993 -0.63410 -0.05 0.18 -0.21 -0.9746
H -2.60232 -6.23743 -1.18317 -0.06 -0.10 -0.03 0.4530
H -5.06902 0.52752 -1.68276 -0.21 0.11 -0.03 0.3340
H 1.53054 -2.08870 -2.33177 0.01 -0.21 0.04 0.7419
H 0.77566 0.01339 -4.15860 -0.47 0.03 -0.05 0.6717
H -3.61755 -1.00044 -1.87893 0.18 -0.22 0.34 0.6119
H 0.78512 2.96524 1.29407 0.03 0.24 -0.02 0.2859
H 0.09849 -1.41425 2.34396 -0.20 0.00 0.06 -0.7498
H -0.92127 -6.20403 -0.76809 0.31 -0.15 -0.15 0.3917
H 1.17577 -2.76037 2.27681 -0.22 -0.17 0.24 0.8841
H 6.63858 3.17498 0.30653 -0.14 0.24 0.00 0.3880
H 1.80087 -0.01550 1.22036 0.04 0.06 0.19 -0.0102
H -1.44562 -6.24913 -2.49804 0.21 -0.05 -0.03 0.4455
H 0.62644 3.51321 3.00235 0.05 0.29 -0.18 0.4288
H -5.22835 4.67001 -1.06073 -0.03 -0.18 -0.14 0.3000
H -3.79097 5.59281 -0.72872 -0.04 0.15 0.03 0.3969
H 5.31930 2.15481 -0.27225 0.00 -0.02 -0.10 0.1943
H 3.54970 -2.27013 2.43467 -0.33 -0.23 0.02 0.3394
H -5.43671 1.64730 -0.39919 -0.10 0.03 -0.02 0.5887
H 6.82682 -1.08055 0.79109 0.10 0.06 0.27 0.3511
H -1.89946 -1.12909 0.88119 -0.66 -0.11 -0.15 1.3216
H -0.54037 0.33800 2.93706 0.03 -0.42 -0.25 0.4912
H 0.49467 -2.15603 -3.78630 0.38 -0.21 -0.03 0.7152
H -2.42973 -2.34214 -3.06166 -0.30 -0.01 0.15 0.4749
H -1.51070 -1.05889 -3.70320 0.21 0.38 0.12 0.3619
H 2.40411 1.26159 -2.74126 0.23 0.04 -0.13 0.4099
H 2.40288 -1.44824 0.41208 0.09 0.19 -0.07 -0.4623
H -2.66032 3.12631 -0.37878 -0.05 0.03 0.20 -0.6902
H 3.92855 0.70914 2.21013 0.17 0.12 0.17 0.2175
H -3.49131 4.39065 1.43268 -0.02 0.11 0.30 0.1749
H 4.52899 -1.35606 0.20571 0.05 -0.06 -0.10 0.5518
H 2.79557 -0.92276 3.35565 -0.04 -0.49 0.30 0.3808
H -4.98782 2.94183 -2.31448 -0.02 -0.01 -0.30 0.6717
H -1.79186 1.13942 -1.09734 0.34 -0.25 -0.77 0.1472
H 7.03795 1.02537 1.97230 0.26 0.36 0.10 0.2891
H -1.48132 2.60093 3.24783 -0.36 -0.20 -0.02 0.6612
H 3.00898 -0.17722 -3.56110 0.21 -0.24 0.12 0.4917
H -4.00381 -0.24296 0.35547 -0.09 0.03 0.17 0.5897
H 2.62200 -0.20389 -1.78979 0.21 -0.15 -0.07 -0.0241